The following is a quantum chemistry calculation of a molecular structure, C18H16N6PtS2, from the Open Molecules 2025 dataset.

Lowest unoccupied orbital energy (spin up / spin down): -0.359 / -0.355 Eh
E_HOMO (spin up / spin down): -14.84 / -14.86 eV
HOMO-LUMO gap (spin up / spin down): 5.0782 / 5.1825 eV
Total charge: +2

The geometry in XYZ format:
```
43
Properties=species:S:1:pos:R:3:lowdin_charge:R:1
Pt -1.03 -0.46 0.19 0.935
N -2.30 3.60 0.33 0.139
C -1.78 2.39 0.54 -0.736
S -1.52 1.38 -0.91 0.691
N -1.47 1.99 1.74 0.048
N -0.92 0.75 1.75 -0.168
C -0.60 0.17 2.88 -0.114
C -0.79 0.79 4.19 -0.187
C -1.49 0.08 5.16 -0.031
C -1.73 0.65 6.40 -0.040
C -1.22 1.92 6.68 -0.030
C -0.51 2.62 5.72 -0.037
C -0.30 2.07 4.47 -0.014
C 0.01 -1.17 2.74 -0.182
C 0.51 -1.92 3.78 0.053
C 1.13 -3.14 3.51 0.027
C 1.28 -3.55 2.20 0.016
C 0.78 -2.75 1.18 -0.101
N 0.16 -1.60 1.45 -0.132
H -2.54 3.92 -0.59 0.115
H -2.39 4.25 1.10 0.136
H -1.90 -0.90 4.94 0.126
H -2.30 0.12 7.15 0.121
H -1.39 2.36 7.65 0.123
H -0.11 3.60 5.95 0.121
H 0.26 2.62 3.72 0.120
H 0.44 -1.54 4.79 0.133
H 1.51 -3.74 4.32 0.138
H 1.77 -4.48 1.95 0.136
H 0.89 -3.01 0.14 0.129
C -7.02 -2.16 0.95 -0.005
C -5.94 -1.84 -0.03 -0.281
C -6.21 -1.26 -1.28 0.044
C -5.15 -0.96 -2.11 -0.065
N -3.88 -1.20 -1.76 0.063
C -3.76 -1.78 -0.58 -0.758
S -2.11 -2.30 -0.15 0.797
N -4.68 -2.12 0.31 0.119
H -8.00 -2.20 0.48 0.092
H -7.04 -1.39 1.73 0.101
H -6.81 -3.11 1.43 0.095
H -7.22 -1.05 -1.58 0.131
H -5.30 -0.51 -3.09 0.130
```